1.
Below is a molecular structure, C18H33F5N4OPdSb at a distorted geometry, with properties calculated with ωB97M-V/def2-TZVPD.

Each line ends with the Löwdin charge.
Element x y z (Å)
C -1.132 2.751 -0.235  -0.1690
C -1.843 -3.415 1.377  -0.1186
H -4.618 -2.142 -2.232  0.0691
H 3.198 1.710 1.185  0.1006
N 2.109 1.588 -0.576  -0.0272
H -5.102 0.138 -3.127  0.1024
H -4.496 -3.479 -4.430  0.0796
Pd 0.484 0.302 0.259  0.9496
C 0.294 -4.553 -0.075  -0.1583
C 2.627 2.389 0.554  -0.1910
C -0.970 2.730 1.280  -0.1502
H -3.697 -4.473 -5.631  0.1053
C -2.434 -4.033 -3.972  -0.3646
C -0.557 -5.344 0.724  -0.0752
N 0.340 2.129 1.605  -0.2425
H -1.139 -1.676 -5.531  0.0747
C 1.469 3.051 1.316  -0.1339
H -1.888 0.837 -0.404  0.0949
H 1.082 3.882 0.726  0.1253
C 0.381 1.531 2.957  -0.1523
H -2.073 3.232 -0.519  0.1422
H 1.839 3.487 2.249  0.1470
N 1.542 -0.398 1.970  -0.0168
H 1.655 0.158 4.042  0.1445
H 1.770 2.202 -1.317  0.1024
H 2.465 -0.815 1.838  0.1256
H 0.366 2.295 3.744  0.1496
H 0.033 -0.399 -5.322  0.0989
H -0.157 -0.569 -2.799  0.0252
C 1.605 0.635 3.060  -0.1594
F 1.263 -5.123 -0.747  0.1875
C -0.469 -1.369 -3.478  -0.3853
C -4.133 -0.318 -3.335  -0.1409
H -1.640 -0.126 -4.855  0.0640
H -0.328 3.310 -0.717  0.1119
F 0.901 -2.410 -0.866  0.0534
H -1.472 -4.195 -4.460  0.0717
H -3.393 0.481 -3.336  0.0619
H 3.319 3.165 0.212  0.1414
C -3.856 -1.363 -2.260  -0.3705
N -1.066 1.346 -0.739  -0.0321
C 0.064 -3.200 -0.146  -0.1592
H -3.799 -0.926 -1.263  0.0511
H 2.868 1.049 -0.991  0.1110
C -3.547 -3.643 -4.938  -0.1437
O -1.165 -1.289 0.587  -0.1036
H -3.299 -2.767 -5.533  0.0669
H -1.744 2.097 1.724  0.1332
F -2.385 -5.559 2.164  0.2094
Sb -2.054 -2.473 -2.565  1.7622
H -1.108 1.346 -1.757  0.0999
H 0.344 -2.095 -3.532  0.0662
H -1.084 3.730 1.714  0.1512
F -0.370 -6.634 0.785  0.2296
F -2.818 -2.842 2.057  0.1761
H -4.186 -0.746 -4.332  0.0722
H 2.525 1.201 2.943  0.1091
H -0.526 0.926 3.070  0.1295
H 0.936 -1.155 2.297  0.1051
C -0.997 -2.546 0.592  -0.3261
C -0.844 -0.863 -4.871  -0.1324
H -2.691 -4.928 -3.407  0.0670
C -1.627 -4.770 1.444  -0.1155

calculated total energy	-1866.267610	Eh
energy above the lowest of the compared OMol25 structures with the same formula, charge and spin	59.78	kcal per mole
total charge	+3
highest occupied orbital energy (spin up / spin down)	-16.8746 / -16.8921	eV
largest force on an atom	1.73	eV/Å
LUMO level (spin up / spin down)	-12.25 / -12.25	eV

2.
Below is a molecular structure, C18H33GeO4PPmS2 at a distorted geometry, with properties calculated with ωB97M-V/def2-TZVPD.

Each line ends with the Löwdin charge.
Element x y z (Å)
H -0.479 1.431 -2.181  -0.0202
C -3.021 -0.909 -2.480  -0.2374
H 1.105 -1.696 -2.784  -0.0610
H 5.743 1.611 -2.627  0.0886
O 1.478 1.579 -0.196  -0.4040
H -3.001 -0.463 -1.487  -0.0490
H -2.251 -0.558 -5.653  -0.0048
P 2.829 0.911 -0.324  0.2437
S -1.818 0.765 0.760  0.4578
O 2.762 -0.538 0.046  -0.3753
O 3.351 0.919 -1.835  -0.1334
H 4.016 4.164 1.534  0.0832
C -3.532 0.115 2.722  -0.1675
H 5.241 2.769 -1.397  0.0707
H 5.613 2.299 3.264  0.0835
C 3.411 3.414 2.039  -0.0212
Ge -1.199 -0.775 -3.274  0.7149
H 5.362 3.280 -3.093  0.0851
H 2.381 1.300 -4.218  0.0695
C -0.726 1.169 -3.218  -0.2250
H -0.124 -2.818 -2.217  -0.0640
C 0.150 -1.755 -2.238  -0.4708
C 3.418 1.598 -4.085  -0.0147
H -3.600 -2.025 5.332  0.0858
H -3.749 -0.376 -3.087  0.0055
S 0.273 -1.359 2.550  0.4445
O 4.000 1.716 0.434  -0.1481
C 3.215 1.003 2.655  -0.0509
C 5.489 2.004 2.227  -0.0255
H 2.928 4.083 -2.937  0.0935
H 6.047 2.696 1.599  0.0801
H 2.862 3.503 -1.257  0.0741
H -1.548 1.802 -3.541  0.0152
H 3.658 2.395 -4.785  0.0867
H 3.351 1.195 3.718  0.0964
H 2.147 1.078 2.426  0.0549
H 5.905 1.009 2.090  0.0873
C 2.717 3.226 -2.298  -0.0262
H -0.566 -1.044 -5.829  -0.0079
H 1.680 2.924 -2.421  0.0751
H 2.404 3.435 1.629  0.0852
C -1.416 -1.017 2.921  -0.7334
Pm 0.511 -0.445 -0.048  1.2318
H 4.047 0.735 -4.290  0.0877
C -1.937 -1.687 4.027  -0.1734
H -3.350 -1.941 -2.388  0.0075
C -1.472 -1.200 -5.249  -0.2407
H 3.367 3.650 3.101  0.0877
H 3.542 -0.010 2.434  0.0861
C 3.636 2.059 -2.641  -0.6266
H -1.787 -2.231 -5.383  -0.0057
C 4.006 2.017 1.834  -0.6224
H -5.025 -0.335 4.189  0.0862
C 5.095 2.461 -2.428  -0.0254
C -2.250 -0.115 2.224  -0.7217
C -4.023 -0.541 3.832  -0.1305
H 0.131 1.391 -3.851  -0.0087
H -1.283 -2.390 4.523  0.0785
H -4.141 0.836 2.197  0.0804
C -3.224 -1.472 4.480  -0.1317

calculated total energy	-4829.937783	Eh
multiplicity	5
energy above the lowest of the compared OMol25 structures with the same formula, charge and spin	14.87	kcal per mole
total charge	-1
highest occupied orbital energy (spin up / spin down)	-3.9804 / -3.9933	eV
largest force on an atom	3.80	eV/Å
LUMO level (spin up / spin down)	2.47 / 2.47	eV

3.
Below is a molecular structure, C18H33GeO8Sc, with properties calculated with ωB97M-V/def2-TZVPD.

Each line ends with the Löwdin charge.
Element x y z (Å)
C 1.186 0.965 1.747  -0.3787
H -2.967 3.525 0.313  0.1387
H -0.429 0.732 -3.230  0.1322
H 4.643 -0.130 1.140  0.0018
C -0.117 1.571 -2.608  -0.1422
H -0.041 3.364 2.252  0.0788
H 3.221 -0.436 -1.912  0.1070
H 2.597 -2.309 1.746  0.0049
O -1.161 -1.165 -1.934  -0.1139
H 3.214 0.659 -0.492  0.0835
Sc -0.196 0.083 0.269  1.0531
H 4.413 1.557 1.639  0.0129
H -1.968 -3.976 -0.505  0.1566
H 3.202 -2.323 3.412  0.0187
C -0.769 3.621 1.490  -0.0761
C -2.824 -2.225 -3.168  -0.0866
C -1.599 -3.161 -3.044  -0.0871
H -3.071 1.757 0.173  0.1171
O -1.370 2.413 1.052  -0.2330
H -2.812 -1.674 -4.108  0.1128
H 1.690 2.272 -1.637  0.1449
H 2.601 -1.005 -0.335  0.0862
H -1.867 -4.207 -2.900  0.1189
H 0.175 -2.752 -1.762  0.1595
H 0.427 1.203 2.508  -0.0100
C -2.909 -2.000 -0.652  -0.0780
C -1.778 2.708 -1.273  -0.1389
H 2.781 1.750 4.639  0.0126
O 0.208 -1.854 0.535  -0.1408
O -2.088 -0.288 0.837  -0.0938
H -0.956 -3.091 -3.921  0.1130
H -0.242 2.506 -3.157  0.1391
H -2.548 2.705 -2.050  0.1426
C -2.599 -1.285 -1.984  -0.2374
H 1.462 -2.192 3.074  0.0201
O -0.924 1.571 -1.430  -0.2113
O -4.284 -0.534 0.595  0.0789
C -1.658 -2.932 -0.529  -0.0864
C 2.456 -1.891 2.743  -0.2197
H -3.778 -2.743 -3.087  0.1197
C 1.320 1.399 -2.187  -0.1511
H -1.528 4.283 1.916  0.0990
H 5.144 0.392 2.745  0.0137
C 2.692 -0.151 -1.001  -0.0464
H -1.173 3.615 -1.375  0.1286
C 2.624 0.671 4.587  -0.2330
H 1.578 1.932 1.395  -0.0113
H -3.053 -0.300 -2.083  0.1629
H -0.259 4.142 0.671  0.0940
C -3.142 -0.890 0.374  -0.5626
H 3.415 0.178 5.154  0.0129
C -2.401 2.613 0.101  -0.1668
C -0.781 -2.708 0.710  -0.5607
C 4.380 0.519 1.977  -0.2343
C -0.896 -2.585 -1.815  -0.2391
Ge 2.610 0.058 2.722  0.7307
H 1.952 1.234 -3.065  0.1428
H 1.667 0.440 5.058  0.0160
H -3.837 -2.562 -0.713  0.1553
O -0.996 -3.328 1.724  0.1073
O 1.362 0.258 -1.341  -0.2774

calculated total energy	-4145.346549	Eh
energy above the lowest of the compared OMol25 structures with the same formula, charge and spin	0.63	kcal per mole
highest occupied orbital energy	-8.2281	eV
largest force on an atom	0.41	eV/Å
LUMO level	0.00	eV

4.
Below is a molecular structure, C18H33N2OP2Pb at a distorted geometry, with properties calculated with ωB97M-V/def2-TZVPD.

Each line ends with the Löwdin charge.
Element x y z (Å)
H 16.651 8.772 5.580  0.0724
H 12.321 12.755 4.240  0.1028
H 10.681 6.206 9.485  0.0550
C 11.766 6.456 9.557  -0.2213
H 14.377 5.172 8.262  0.1206
H 5.379 7.368 6.432  0.1437
H 11.022 10.869 9.466  0.0882
C 8.440 8.665 5.776  -0.1176
Pb 11.579 8.296 6.016  1.3299
H 11.755 7.389 10.121  0.0617
C 14.824 9.573 7.680  -0.2257
H 12.410 4.639 6.185  0.0820
C 9.550 13.467 7.814  -0.1108
O 11.437 10.421 7.221  -0.2005
C 15.112 6.822 7.136  -0.3496
H 8.791 9.553 5.255  0.1154
H 9.456 15.071 6.462  0.1239
C 10.306 13.390 5.477  -0.1211
H 8.509 13.206 7.612  0.1365
H 6.477 9.051 4.967  0.1419
P 12.420 6.550 7.852  0.7283
H 15.245 6.090 6.330  0.1071
H 14.137 9.539 8.528  0.0674
H 13.225 11.879 5.565  0.1085
C 9.213 7.841 6.540  -0.1927
C 10.143 11.522 9.281  -0.0241
C 7.346 6.638 7.239  0.0094
H 9.299 13.006 5.075  0.1595
C 12.273 11.961 4.976  -0.0282
H 15.855 9.565 8.060  0.1077
N 10.216 12.130 7.969  -0.0524
H 12.276 5.712 10.183  0.0847
H 9.554 14.014 8.729  0.1211
C 7.056 8.466 5.678  -0.0162
H 15.710 8.288 4.306  0.0320
C 14.216 6.270 8.219  -0.3711
H 10.028 12.262 10.121  0.1261
H 14.616 10.509 7.232  0.0311
H 16.125 7.131 7.507  0.1318
N 11.159 12.253 5.821  -0.0986
C 15.680 8.886 5.146  -0.1713
H 6.807 5.923 7.854  0.1407
P 14.408 8.399 6.413  0.8271
H 10.786 13.993 4.653  0.1454
H 12.068 11.035 4.436  0.0645
H 9.301 10.830 9.318  0.0919
H 11.077 14.781 7.058  0.1397
H 10.853 4.852 7.119  0.0343
C 6.469 7.471 6.445  0.0308
C 10.158 14.297 6.699  -0.1282
C 8.707 6.792 7.204  -0.1144
H 14.417 6.701 9.182  0.0925
H 12.268 4.126 7.887  0.0652
H 9.292 6.094 7.804  0.0960
H 15.499 9.937 4.846  0.0796
C 11.947 4.869 7.174  -0.2025
C 10.982 11.584 6.982  -0.4501

calculated total energy	-1764.883040	Eh
total charge	+3
highest occupied orbital energy (spin up / spin down)	-17.0176 / -17.0176	eV
largest force on an atom	3.81	eV/Å
LUMO level (spin up / spin down)	-13.23 / -13.23	eV